# 1
10
Properties=species:S:1:pos:R:3 method="wB97M-V/def2-TZVPD" total_charge=0 energy_ev=-86205.5078 gap_ev=7.3 largest_force_ev_per_a=4.52 homo_ev=-8.107 de_lowest_ev=4.942
C 1.20166 -0.34858 -0.55905
C -1.57916 0.25037 0.51750
N 0.80512 0.77796 0.10343
Cl -1.61342 -1.05735 -0.63151
Br -2.27235 1.93175 0.01639
H 0.73542 -0.54132 -1.57589
H 2.28578 -0.50546 -0.42257
H 0.75347 -1.19285 -0.06204
H -1.40708 -0.10226 1.57985
H 1.09056 0.78774 1.03388

***

# 2
12
Properties=species:S:1:pos:R:3 method="wB97M-V/def2-TZVPD" total_charge=0 energy_ev=-105873.8313 gap_ev=8.0 largest_force_ev_per_a=3.99 smiles=FCCSP(S)Br homo_ev=-8.835 de_lowest_ev=0.953
C -0.60270 -0.86122 -0.78137
C -0.01578 -0.34871 0.52423
F -0.02492 -0.24847 -1.84136
P 2.54707 0.06690 -0.54111
S 2.43307 2.38766 0.66488
S 1.62331 -1.14898 0.90476
Br 4.70405 -0.24976 -0.21851
H -0.44638 -2.00658 -0.87134
H -1.58170 -0.59166 -0.87947
H 0.20378 0.69086 0.51628
H -0.64551 -0.84516 1.41979
H 1.37467 2.51944 -0.25503

***

# 3
10
Properties=species:S:1:pos:R:3 method="wB97M-V/def2-TZVPD" total_charge=+1 energy_ev=-75726.7007 gap_ev=10.9 largest_force_ev_per_a=4.82 smiles="[NH3+]CC(=O)Br" homo_ev=-15.334 de_lowest_ev=0.860
C 1.70623 -1.34087 0.01953
C 0.22295 -0.82714 0.16314
N -0.02354 0.61378 -0.24474
O 2.10311 -2.41420 -0.03350
Br 3.03920 0.36989 -0.09973
H 0.14806 -0.78849 1.32502
H -0.63936 -1.50530 0.00466
H -0.80362 0.99309 0.26249
H 0.14903 0.91216 -1.30159
H 0.91649 1.11317 0.09494

***

# 4
10
Properties=species:S:1:pos:R:3 method="wB97M-V/def2-TZVPD" total_charge=+1 energy_ev=-75727.3538 gap_ev=10.2 largest_force_ev_per_a=3.02 smiles="[NH3+]C(=O)CBr" homo_ev=-14.624 de_lowest_ev=0.207
C 0.55781 -0.36832 -0.26330
C 0.46360 1.01023 0.18883
N -0.89516 -0.91666 -0.08046
O 1.37189 -1.08166 -0.68471
Br 2.26499 1.85361 0.24853
H -0.11610 1.61248 -0.52011
H 0.03367 1.11409 1.18678
H -1.63516 -0.23178 -0.27856
H -1.01203 -1.24743 0.89006
H -1.03350 -1.74457 -0.68707

***

# 5
11
Properties=species:S:1:pos:R:3 method="wB97M-V/def2-TZVPD" total_charge=-1 energy_ev=-85582.6181 gap_ev="7.2 / 7.7" largest_force_ev_per_a=3.77 homo_ev="-3.723 / -4.480" de_lowest_ev=3.529
C -1.09991 1.08039 0.53241
C -1.08733 -0.30132 -0.17842
O 1.88038 -1.12378 -1.87721
O 2.35643 -2.07543 0.43286
P 1.71719 -0.97885 -0.41233
Br 2.69263 0.97614 0.37353
H -0.32419 1.26541 1.20540
H -1.16805 1.71152 -0.33067
H -1.98519 1.06395 1.20150
H -1.31174 -0.51112 -1.23195
H -1.67022 -1.10693 0.28488

***

# 6
11
Properties=species:S:1:pos:R:3 method="wB97M-V/def2-TZVPD" total_charge=-1 energy_ev=-85582.8408 gap_ev=6.0 largest_force_ev_per_a=5.36 smiles=[O-]P(O)CCBr homo_ev=-2.854 de_lowest_ev=3.307
C -0.15986 -0.50061 0.79045
C -1.12236 0.19605 -0.41855
O 1.82355 -1.08464 -0.91831
O 1.74490 1.21349 -0.02552
P 1.70708 -0.47036 0.38110
Br -2.94619 0.25090 0.17499
H -0.43054 0.07662 1.66069
H -0.35770 -1.58602 1.13392
H -0.61803 1.15324 -0.47015
H -1.09813 -0.33104 -1.43267
H 1.45728 1.08236 -0.87596

***

# 7
11
Properties=species:S:1:pos:R:3 method="wB97M-V/def2-TZVPD" total_charge=0 energy_ev=-87126.0693 gap_ev=8.4 largest_force_ev_per_a=4.36 smiles="C=C(O)O.SBr" homo_ev=-8.704 de_lowest_ev=0.879
C -0.59887 -0.18780 -1.10475
C -0.75497 1.04147 -0.64866
O 0.16814 1.98570 -0.97823
O -1.77641 1.36417 0.17002
S 1.38923 -1.82089 1.95832
Br 3.47423 -1.45548 2.45655
H 0.22692 -0.65494 -1.59274
H -1.32454 -0.91020 -1.00991
H 1.60642 -2.78837 0.89190
H 0.14161 2.53040 -0.19718
H -2.55177 0.89594 0.05468

***

# 8
12
Properties=species:S:1:pos:R:3 method="wB97M-V/def2-TZVPD" total_charge=0 energy_ev=-97960.6555 gap_ev=9.3 largest_force_ev_per_a=2.94 smiles="C[S@@](=O)(=S)OCBr" homo_ev=-9.948 de_lowest_ev=0.169
C -1.79907 -0.59742 -0.23832
C 1.35145 1.38167 0.04174
O 0.10776 -0.74718 1.64909
O 0.61089 0.51526 -0.76257
S 0.42142 -2.67414 -0.51548
S -0.10349 -0.99461 0.22216
Br 3.29080 0.89612 -0.01763
H -2.04961 -0.77205 -1.26405
H -2.55560 -0.98887 0.50099
H -1.67774 0.44442 -0.20274
H 1.02908 1.26799 1.08917
H 1.37412 2.26881 -0.50235

***

# 9
10
Properties=species:S:1:pos:R:3 method="wB97M-V/def2-TZVPD" total_charge=0 energy_ev=-85078.7850 gap_ev=9.0 largest_force_ev_per_a=3.16 smiles=CS[C@H](O)Br homo_ev=-9.178 de_lowest_ev=1.214
C 1.40363 0.87682 0.53864
C -0.76327 -0.52298 -0.16182
O -0.64293 -1.47689 -1.06723
S -0.03065 1.08152 -0.60603
Br -2.99780 -0.22949 0.28018
H 1.92694 1.78172 0.25406
H 1.91133 0.03407 0.12861
H 0.95534 0.56712 1.46525
H -0.32421 -0.61754 0.81840
H -1.43839 -1.49434 -1.65006

***

# 10
9
Properties=species:S:1:pos:R:3 method="wB97M-V/def2-TZVPD" total_charge=0 energy_ev=-137539.4224 gap_ev="7.5 / 8.2" largest_force_ev_per_a=3.38 homo_ev="-7.661 / -8.156" de_lowest_ev=3.801
C -0.51881 0.13248 -1.01134
C -0.39204 -0.88888 1.28838
Se 0.68166 1.50275 -0.91228
Br 1.37764 -0.76393 1.64450
H -0.10736 -0.76427 -1.24094
H -1.44120 0.45808 -0.63741
H -0.74479 -1.86236 1.36296
H -1.00743 -0.32436 1.98900
H 1.88434 0.52087 -0.71090

***

# 11
12
Properties=species:S:1:pos:R:3 method="wB97M-V/def2-TZVPD" total_charge=+3 energy_ev=-37556.1090 gap_ev=2.0 largest_force_ev_per_a=1.28 homo_ev=-19.364 de_lowest_ev=1.012
Hg -3.17672 2.77151 2.14874
Hg -0.72350 3.36734 -0.61246
C -1.97109 0.61528 -0.01778
O -1.98826 1.97910 0.49660
H -0.94705 0.23721 -0.07788
H -2.53143 -0.04645 0.64549
H -2.40070 0.59585 -1.02142
C 2.74504 -1.84035 -0.17381
Cl 2.28472 -3.47555 -0.34584
Cl 3.16729 -1.25273 -1.76146
H 1.93712 -1.23248 0.22961
H 3.60458 -1.71873 0.49021

***

# 12
12
Properties=species:S:1:pos:R:3 method="wB97M-V/def2-TZVPD" total_charge=0 energy_ev=-49370.4597 gap_ev="6.7 / 6.8" largest_force_ev_per_a=5.99 homo_ev="-9.570 / -9.132" de_lowest_ev=0.536
C -1.26509 0.55883 0.26823
C -1.61784 -0.91387 0.00254
O 2.06669 0.51237 1.29943
P 2.20587 0.27475 -0.11537
S -0.20329 -1.89469 -0.63254
Cl 3.87781 -0.80428 -0.51597
Cl 2.41596 2.09543 -1.06543
H -0.71606 0.89794 -0.61588
H -2.12853 1.05163 0.36860
H -0.35731 0.64078 0.92111
H -2.29342 -1.08581 -0.90442
H -1.98479 -1.33307 0.98972

***

# 13
13
Properties=species:S:1:pos:R:3 method="wB97M-V/def2-TZVPD" total_charge=-1 energy_ev=-24468.3447 gap_ev=7.2 largest_force_ev_per_a=2.84 homo_ev=-3.911 de_lowest_ev=0.538
C 1.00239 1.07988 -0.00885
H 0.13261 1.83744 1.84774
Cl 2.64933 1.62155 0.61575
C 0.02084 0.98816 1.15215
H 0.71124 1.85431 -0.72259
H 1.14779 0.06212 -0.41286
N 0.02200 -0.24729 1.74017
H -0.63645 -0.38338 2.49222
H 0.18459 -1.05407 1.03393
N -1.43346 1.42559 0.53047
O -2.37904 0.70657 0.74260
O -1.49757 2.49462 -0.05162
F -0.82546 -0.07322 -2.08192

***

# 14
10
Properties=species:S:1:pos:R:3 method="wB97M-V/def2-TZVPD" total_charge=0 energy_ev=-17655.7113 gap_ev=9.4 largest_force_ev_per_a=5.34 homo_ev=-8.510 de_lowest_ev=1.863
C 0.55410 -0.69120 -0.24791
C -0.27617 0.44890 0.22961
H 1.96431 0.86642 -2.59809
H 1.71511 1.49284 -1.02577
H 0.51419 -1.70835 0.12723
H 0.35689 1.20524 0.56031
H -0.79375 0.77461 -0.61974
N 1.50024 0.77113 -1.73463
N 1.23507 -0.41593 -1.24515
Cl -1.44538 -0.21549 1.44261

***

# 15
13
Properties=species:S:1:pos:R:3 method="wB97M-V/def2-TZVPD" total_charge=+1 energy_ev=-23230.2653 gap_ev="8.2 / 8.2" largest_force_ev_per_a=3.11 smiles="C=[N+]([O-])N/[NH+]=C(/O)Cl" homo_ev="-13.331 / -13.331" de_lowest_ev=1.705
C 1.12340 -0.09311 -1.33028
C -1.33464 0.12832 0.22421
N -0.46097 -0.60970 0.89279
N 0.88369 -0.45075 1.00981
N 1.48070 0.21409 -0.10701
O 2.34510 1.03376 0.32294
O -2.50905 -0.28707 -0.03301
Cl -0.87511 1.73745 -0.18415
H 1.63584 0.59353 -2.13256
H 0.56685 -1.08171 -1.62810
H -0.81556 -1.45307 1.28219
H 1.27557 -0.01740 1.86736
H -3.31583 0.28565 -0.18420

***

# 16
12
Properties=species:S:1:pos:R:3 method="wB97M-V/def2-TZVPD" total_charge=0 energy_ev=-38337.1751 gap_ev="6.9 / 6.9" largest_force_ev_per_a=4.29 homo_ev="-8.181 / -8.181" de_lowest_ev=2.786
C -1.92532 -2.07597 0.03493
C 3.27248 1.63073 -0.24962
N -1.80889 -1.00470 0.76698
O 3.14228 0.46399 -0.01595
P -0.69249 0.53986 0.21855
S -1.55371 2.06831 1.03136
Cl -1.41240 0.52724 -1.69450
H -2.45714 -2.09170 -0.98281
H -1.52152 -3.12035 0.34561
H 2.28661 2.12613 -0.65092
H 4.14146 2.27657 -0.42331
H -1.47135 -1.34012 1.61967

***

# 17
12
Properties=species:S:1:pos:R:3 method="wB97M-V/def2-TZVPD" total_charge=0 energy_ev=-40441.3649 gap_ev=9.2 largest_force_ev_per_a=3.09 smiles="C[C@H](S)S(=O)(=O)Cl" homo_ev=-9.819 de_lowest_ev=0.051
C 1.37586 0.42981 0.09418
C 0.33421 -0.58332 0.35910
O -1.32290 1.62080 0.85073
O -1.70121 0.84424 -1.46577
S 0.27833 -2.21346 -0.36840
S -1.45013 0.54978 -0.08317
Cl -3.17073 -0.46932 0.53016
H 2.13348 0.09533 -0.60478
H 0.79259 1.23008 -0.31120
H 1.88861 0.77855 1.00959
H 0.06632 -0.56390 1.42330
H 0.77557 -1.71858 -1.43373

***

# 18
10
Properties=species:S:1:pos:R:3 method="wB97M-V/def2-TZVPD" total_charge=0 energy_ev=-14459.1557 gap_ev="7.8 / 7.4" largest_force_ev_per_a=2.55 homo_ev="-7.790 / -7.616" de_lowest_ev=3.888
C -0.84108 -0.34782 -1.62831
C 0.44780 -0.21126 0.39546
N -0.74447 -0.17085 -0.32143
F 0.07821 -0.32567 1.79876
I 1.79079 -1.63129 -0.29626
H -0.04880 -0.93750 -2.16849
H -1.68239 -0.12368 -2.17763
H 1.10454 1.35914 2.04607
H 1.37681 2.08870 2.11141
H -1.48141 0.30024 0.24043

***

# 19
11
Properties=species:S:1:pos:R:3 method="wB97M-V/def2-TZVPD" total_charge=0 energy_ev=-9898.0566 gap_ev=10.4 largest_force_ev_per_a=2.02 smiles="[H]/N=C(/CF)NO" homo_ev=-9.679 de_lowest_ev=1.744
C 0.04532 0.55043 -0.08062
C -1.43204 0.46542 0.00833
H 1.95576 -0.73512 1.05856
H 0.14609 -1.50043 0.10352
H 1.61569 1.69051 -0.18976
H -1.85533 0.97106 -0.83890
H -1.83066 0.91173 0.91160
N 0.65500 -0.73110 -0.33260
N 0.64238 1.65805 0.06875
O 1.96754 -0.76987 0.06285
F -1.83702 -0.86251 0.08143

***

# 20
11
Properties=species:S:1:pos:R:3 method="wB97M-V/def2-TZVPD" total_charge=0 energy_ev=-9899.3361 gap_ev=10.8 largest_force_ev_per_a=1.97 smiles="NNC(=O)CF" homo_ev=-10.026 de_lowest_ev=0.464
C 0.26766 0.48255 0.58019
C 0.28487 -1.04921 0.60797
H -2.04625 -0.09932 -0.86368
H -0.77960 -0.36157 -1.76154
H -0.41590 2.08858 -0.45993
H 1.07131 -1.34778 1.30705
H -0.71921 -1.38819 1.04453
N -1.27554 0.40712 -1.32936
N -0.46189 1.06454 -0.39137
O 0.93386 1.09917 1.41735
F 0.47396 -1.62074 -0.63212